Density functional theory data (ωB97M-V/def2-TZVPD) for C7H10O in the gas phase.

Element x y z (Å)
C: -0.366 0.473 0.261
C: 3.177 0.761 0.061
C: 1.863 0.906 0.202
C: 0.794 -0.010 -0.081
C: -1.959 0.549 -0.141
C: 0.837 -1.427 -0.671
C: -3.034 -0.215 0.678
O: -1.075 1.653 0.307
H: 3.747 1.673 0.479
H: 3.585 -0.017 -0.493
H: 1.409 1.772 0.720
H: -1.913 0.546 -1.197
H: 1.879 -1.667 -1.095
H: 0.236 -1.656 -1.515
H: 0.626 -2.222 0.010
H: -3.992 -0.130 0.114
H: -3.155 0.278 1.723
H: -2.660 -1.268 0.639

Structure (SMILES) = C=C/C(C)=C1\O[C@@H]1C
Energy = -347.80145 Eh
HOMO energy = -8.25 eV
Orbital gap = 9.02 eV
ΔE to the lowest compared entry with this formula, charge and spin = 101.5 kcal/mol

These are the natural (NBO) partial charges, in e, on atoms 1 to 6: atom 1 (C): 0.340, atom 2 (C): -0.417, atom 3 (C): -0.184, atom 4 (C): -0.171, atom 5 (C): 0.037, atom 6 (C): -0.621